Entry 1:
A 9-piece molecular cluster, C44H100N4O5 overall at a distorted geometry. Source: OMol25; level of theory: ωB97M-V/def2-TZVPD.

## Properties
Molar mass = 765.3 g mol⁻¹
E = -2331.38978 a.u.
E_LUMO = 0.024 hartree
Gap between HOMO and LUMO = 0.303 Eh
ΔE to the lowest compared entry with this formula, charge and spin = 95.7 kcal per mole
E_HOMO = -7.579 eV

```
! wB97M-V def2-TZVPD RIJCOSX def2/J DEFGRID3
* xyz 0 1
C 9.068 -27.638 12.517
C 16.964 -27.008 19.077
H 7.618 -15.444 16.980
H 13.561 -26.605 15.635
O 12.840 -21.330 19.651
H 9.741 -25.062 16.725
C 11.221 -19.456 15.215
H 14.085 -22.758 19.135
H 7.532 -16.169 15.410
H 10.685 -20.095 14.513
C 13.143 -23.640 9.327
H 6.266 -30.828 15.246
H 16.189 -28.898 18.303
N 11.453 -24.875 15.543
H 6.701 -31.980 12.969
O 14.361 -27.795 11.400
H 11.662 -18.623 14.668
C 8.388 -27.083 11.255
H 14.035 -26.860 19.001
C 9.382 -31.083 16.263
H 13.903 -21.685 9.764
H 6.972 -30.888 16.906
H 12.801 -24.462 9.956
H 9.417 -32.097 16.663
C 10.841 -24.209 14.379
C 11.533 -21.398 20.179
H 10.361 -29.426 12.384
N 12.243 -23.602 8.139
H 15.862 -25.300 19.992
H 16.259 -25.243 11.650
H 14.003 -28.445 19.576
H 11.028 -18.573 16.947
H 14.042 -22.435 20.920
H 7.267 -20.255 16.524
H 9.266 -26.850 13.244
C 10.587 -23.114 17.140
H 14.215 -23.797 9.209
C 6.783 -21.151 11.053
H 17.375 -26.324 18.334
H 7.623 -17.984 17.222
H 11.552 -22.676 17.392
H 10.542 -22.506 8.464
C 10.316 -19.156 16.363
H 12.053 -20.093 15.517
H 12.372 -23.517 6.014
H 10.717 -27.997 9.917
H 13.366 -21.435 5.886
H 6.357 -22.624 12.409
C 8.544 -17.505 16.893
C 8.172 -18.993 15.035
H 17.852 -27.556 19.393
H 9.646 -31.429 13.660
H 7.329 -26.833 11.203
H 6.303 -33.314 15.088
H 9.106 -17.278 17.799
H 7.337 -18.298 14.946
H 7.334 -30.291 13.149
H 12.072 -24.023 19.278
H 12.799 -24.318 20.967
H 15.550 -27.531 17.445
C 16.334 -26.239 20.280
H 10.591 -29.434 15.574
H 11.723 -26.697 14.483
H 10.010 -21.912 11.745
H 12.089 -25.060 12.842
C 15.876 -27.862 18.431
C 14.703 -27.631 19.383
H 9.276 -21.788 10.174
C 8.170 -16.082 16.290
H 10.555 -24.299 10.210
H 12.791 -23.580 13.563
H 7.028 -20.811 14.842
C 12.913 -23.232 6.916
H 12.776 -21.021 7.465
H 9.906 -24.683 14.080
H 8.344 -28.273 13.028
C 9.050 -21.806 11.240
C 11.545 -26.374 15.509
H 5.891 -20.688 11.475
H 14.464 -28.345 9.438
C 15.134 -28.074 10.253
H 5.749 -32.948 16.611
C 13.462 -22.550 20.004
H 9.059 -15.510 16.025
C 10.763 -23.547 8.225
H 14.161 -25.982 12.212
H 10.297 -23.647 7.245
H 11.338 -20.731 21.019
C 10.259 -28.424 11.968
C 10.219 -24.596 9.217
H 9.134 -24.671 9.158
C 7.006 -31.295 15.896
H 12.828 -26.277 17.209
H 10.591 -23.197 14.695
H 12.186 -21.911 10.174
H 10.041 -22.921 18.063
H 10.190 -29.662 10.168
H 12.728 -27.957 16.471
H 11.356 -22.786 21.892
C 7.722 -20.339 15.537
C 7.580 -31.336 12.960
C 14.885 -26.797 12.234
H 6.120 -23.169 10.729
H 15.028 -27.176 13.246
C 13.173 -22.373 10.191
H 9.063 -30.523 17.142
H 15.809 -28.885 10.528
C 8.138 -20.640 11.639
H 6.726 -21.136 9.964
C 11.237 -22.823 20.809
H 10.207 -23.140 20.646
H 7.485 -33.418 16.256
C 15.883 -26.753 10.133
C 10.677 -30.475 15.886
H 8.626 -19.029 14.044
O 8.764 -28.098 10.256
N 8.301 -31.016 15.267
H 15.446 -26.041 9.433
H 11.231 -27.979 12.180
H 10.586 -26.852 15.711
C 6.631 -32.796 15.989
H 16.773 -26.936 9.531
H 13.734 -23.915 6.698
H 11.241 -24.989 17.645
C 16.169 -26.327 11.577
C 10.045 -28.632 10.494
C 11.873 -24.066 13.233
H 8.541 -21.056 15.597
H 13.368 -22.382 11.264
H 11.453 -23.475 12.420
H 10.661 -25.576 9.035
H 8.812 -32.785 14.071
C 8.651 -31.709 14.004
C 13.418 -21.725 6.936
H 10.148 -22.479 16.370
H 9.868 -20.020 16.855
C 6.764 -22.599 11.398
C 12.414 -23.614 20.230
H 17.030 -26.213 21.119
H 8.388 -19.704 11.139
H 8.035 -20.586 12.723
H 14.421 -21.710 7.363
O 8.171 -22.957 11.415
O 15.226 -27.142 20.575
H 11.400 -30.567 16.697
H 11.132 -31.070 15.095
C 12.746 -26.881 16.304
H 8.007 -31.404 11.959
H 10.716 -21.260 19.471
H 8.873 -26.184 10.873
H 17.014 -26.833 12.042
C 10.709 -24.566 16.793
N 9.203 -18.304 15.880
*
```



Entry 2:
C44H103N7O11P2SSi2 as an isolated structure at a distorted geometry. Source: OMol25; level of theory: ωB97M-V/def2-TZVPD.

## Properties
Molar mass = 1056.5 g mol⁻¹
E = -4609.46262 a.u.
E_LUMO = 0.016 hartree
Gap between HOMO and LUMO = 0.315 Eh
E_HOMO = -8.125 eV

```
! wB97M-V def2-TZVPD RIJCOSX def2/J DEFGRID3
* xyz 0 1
H -0.157 -0.857 -2.272
H -4.733 3.064 1.108
H -4.242 -0.397 -2.963
C 0.681 -0.607 -1.627
S -0.164 3.632 2.385
H -3.556 1.968 5.766
H 1.878 -9.778 1.715
H 6.608 -0.668 2.328
H -8.822 2.957 6.657
H 10.785 -6.659 0.032
H 3.760 0.491 2.905
O -5.036 2.587 -2.255
C 3.989 -8.148 -0.877
C -4.600 0.310 9.282
C -6.041 2.920 -3.238
H -1.844 5.434 -5.130
H -2.148 6.334 -1.587
C -1.410 3.687 -6.300
H 9.032 -6.886 -0.006
C 7.563 -5.328 1.264
H -5.293 4.148 -4.872
H -3.375 0.574 -5.292
H -6.471 3.871 -2.939
H 9.876 -6.314 -1.448
C -7.735 3.552 3.206
H 5.555 -1.556 0.287
O 4.702 -0.066 -1.366
H 3.758 3.658 -2.426
O -1.605 2.089 -1.498
C -3.182 -0.158 -2.859
N 3.547 -8.526 1.515
H 1.316 2.040 -3.168
H 7.977 -6.116 1.894
H 4.965 -4.540 -1.883
H -4.309 2.768 -4.469
H 3.651 2.211 -3.484
C 6.153 -5.489 -3.163
C 6.305 -3.041 -2.562
C -9.176 3.186 -0.429
C 0.342 -0.884 -0.167
C -2.459 -0.905 -3.981
H 10.353 -4.208 -0.191
H -2.447 3.739 -6.622
O -6.824 2.808 -0.473
H -10.147 2.717 -0.285
C -3.321 1.433 0.788
H -8.215 1.551 -1.430
H -3.688 3.289 -0.254
N -9.613 3.196 4.733
C 4.069 -7.706 0.560
N 6.036 -0.671 0.330
H -2.411 4.632 1.042
H 2.712 0.415 4.328
H -8.195 1.453 0.321
H 3.444 -10.588 1.878
N 5.750 -4.382 -2.498
H 4.415 2.219 7.277
N 4.873 0.580 6.054
H -1.184 2.653 -6.043
C 6.254 1.584 -0.574
H 7.514 0.467 1.314
H 1.285 -0.987 0.370
H 2.948 -8.268 -1.183
H 5.680 0.202 6.523
P -1.041 4.428 0.810
C 1.852 -1.490 -2.080
C -1.365 3.814 -3.783
H -0.819 2.874 -3.818
H -1.424 -0.578 -4.080
H -2.887 1.728 1.743
C 1.193 3.033 -1.236
H 5.801 2.189 -1.353
H 1.672 3.903 -0.778
H 1.863 -1.606 -3.161
H -1.567 -2.878 -3.691
H -7.491 2.492 3.120
H -3.383 0.425 6.615
C -8.812 2.450 5.692
H -0.980 -0.295 1.424
H -3.629 -0.889 -0.880
H -3.091 0.909 -3.056
H -4.055 -1.048 -5.445
H 2.806 -1.118 -1.716
H -0.245 5.340 -2.683
H -3.042 4.793 -1.588
H 7.139 -3.005 -3.254
H -0.757 3.976 -7.118
H 3.616 1.899 3.967
C -2.552 -2.435 -3.826
H -9.228 1.447 5.817
H -4.972 -0.706 9.422
H 1.493 3.770 -3.284
C -3.667 1.472 6.725
C 2.901 -9.811 1.336
C -4.270 2.538 0.277
C 3.924 1.351 6.834
C 1.740 2.909 -2.664
C 9.846 -6.262 -0.358
H 7.064 -5.780 0.407
H -0.172 -1.844 -0.107
C -2.749 -0.550 -1.424
H -2.077 -1.403 -1.478
H -7.547 4.034 2.251
H -3.921 0.544 0.989
H -0.551 5.730 0.583
H -9.217 3.819 -1.312
O 8.626 -3.189 1.101
H 5.545 -2.332 -2.891
H -6.804 2.149 -3.303
C -8.096 2.135 -0.521
C -5.107 1.593 7.165
H -7.791 2.366 5.360
H -3.210 -2.713 -3.007
O -5.944 2.172 6.488
N 9.661 -4.891 0.075
H -10.590 3.348 4.925
C -1.158 4.593 -5.074
H 4.515 -9.093 -1.021
C -9.195 3.739 3.563
H -2.972 -2.875 -4.728
H 3.107 1.697 6.209
C -1.066 4.645 -2.510
C -3.132 -0.488 -5.307
C 4.826 0.285 4.728
H -6.422 1.146 8.588
H 6.657 -2.731 -1.577
H 7.121 -4.635 -4.888
H -2.472 -0.662 -6.155
C 3.258 2.706 -2.601
H 4.466 -7.388 -1.494
O -5.771 0.524 -0.871
O 4.584 -6.644 0.876
H 3.511 0.739 7.638
H 0.128 0.951 0.947
N -5.449 1.031 8.352
O 5.708 -0.379 4.207
H -5.775 2.487 -5.363
C 8.645 -4.378 0.819
Si -0.641 3.388 -1.166
P -5.520 1.968 -0.869
H -2.421 3.541 -3.732
C 5.601 0.221 -0.577
H -7.092 3.999 3.964
H -2.881 5.707 -3.055
H -8.999 3.808 0.445
H 3.471 2.067 -1.749
H 6.110 2.077 0.388
H 7.838 -1.281 1.181
H -4.591 0.812 10.250
C -0.529 0.178 0.547
C -5.338 3.103 -4.584
H -3.002 1.948 7.446
H 0.950 0.435 -1.794
H 1.454 2.121 -0.706
H -3.583 0.258 8.910
C 7.071 -0.524 1.351
H 1.708 -2.490 -1.665
O -9.965 4.348 2.834
H 6.823 -4.778 1.836
H 8.222 -5.029 -3.552
Si -1.986 0.853 -0.426
C -2.349 5.423 -2.147
H -0.124 4.932 -5.133
C 7.335 -5.354 -4.097
H 7.323 1.497 -0.770
C 3.650 0.810 3.937
H 3.636 -8.165 2.451
H 7.531 -6.322 -4.546
O 5.580 -6.560 -3.004
H 2.871 -10.079 0.286
*
```